{"formula": "C26H59HfN7S2Sb", "method": "ωB97M-V/def2-TZVPD", "symbols": ["Hf", "C", "C", "N", "C", "C", "N", "C", "C", "C", "N", "C", "C", "N", "C", "H", "H", "H", "H", "H", "H", "H", "H", "H", "H", "H", "H", "H", "H", "H", "H", "H", "H", "H", "H", "H", "H", "H", "H", "S", "C", "N", "C", "C", "C", "C", "Sb", "C", "C", "C", "C", "C", "C", "C", "C", "H", "H", "H", "H", "H", "H", "H", "H", "H", "H", "H", "H", "H", "H", "H", "H", "H", "H", "H", "H", "H", "H", "H", "H", "H", "H", "H", "C", "N", "C", "S", "N", "C", "H", "H", "H", "H", "H", "H", "H", "H"], "positions_angstrom": [[0.25655, -0.06309, 2.33333], [1.97721, -3.48958, 3.29686], [1.74739, -2.42519, 4.34632], [1.85204, -1.03864, 3.74734], [2.10227, 0.14237, 4.66967], [0.82612, 0.79650, 5.23980], [-0.21345, 1.16034, 4.21626], [-1.65655, 0.98287, 4.60723], [-1.90683, -0.46275, 5.06840], [-2.23615, -1.46874, 3.98042], [-1.84518, -0.94788, 2.67130], [-1.98654, -1.97351, 1.58850], [-0.81997, -2.92802, 1.60078], [0.49129, -2.22719, 1.50415], [1.70654, -3.15458, 1.80609], [1.37125, -4.35942, 3.59254], [3.02926, -3.79563, 3.30518], [2.39619, -2.50987, 5.22496], [0.73738, -2.45527, 4.77545], [2.64177, -1.02108, 3.04507], [2.63295, 0.88828, 4.07428], [2.74006, -0.17739, 5.50114], [1.12346, 1.69490, 5.80332], [0.37008, 0.06581, 5.94849], [-0.11501, 2.13422, 3.89704], [-2.18183, 1.22396, 3.68027], [-1.96835, 1.76931, 5.32579], [-2.71525, -0.45324, 5.80498], [-1.04752, -0.87383, 5.65112], [-3.30347, -1.64857, 3.99898], [-1.69821, -2.42112, 4.13420], [-2.55373, -0.19433, 2.51158], [-2.04024, -1.44917, 0.63621], [-2.89474, -2.51313, 1.70521], [-0.93281, -3.53467, 0.67859], [-0.89808, -3.54308, 2.52403], [0.60101, -2.05628, 0.47416], [2.59300, -2.67892, 1.35318], [1.51151, -4.07344, 1.25366], [4.08933, 1.77918, 0.09209], [2.94689, 1.08009, 0.90828], [1.98333, 0.64878, 1.53513], [1.30529, 2.33520, -2.96748], [0.20381, 1.82365, -3.86872], [-1.14040, 2.48051, -3.55512], [0.62825, 1.87202, -5.30524], [0.00594, -0.48334, -3.28105], [-2.18178, -1.32816, -3.63864], [-2.47138, -1.31103, -5.12912], [-3.00884, -0.33319, -2.85278], [-2.21501, -2.68829, -2.98115], [1.75183, -1.87397, -3.87424], [1.27469, -3.28249, -3.48721], [1.91129, -1.68677, -5.35016], [2.95269, -1.45753, -3.02311], [1.50136, 3.42846, -3.05769], [2.26181, 1.81772, -3.14148], [1.03844, 2.17140, -1.90540], [-1.13499, 3.49375, -3.92917], [-1.38970, 2.58191, -2.47756], [-2.02618, 2.05094, -4.03625], [1.01869, 2.87609, -5.59915], [-0.21668, 1.61617, -6.01619], [1.47925, 1.15514, -5.43147], [-2.33178, -0.31401, -5.49752], [-3.51846, -1.52042, -5.31450], [-1.85880, -2.07674, -5.64405], [-2.99470, 0.66669, -3.31253], [-2.74307, -0.30816, -1.78352], [-4.07299, -0.64011, -2.84928], [-1.59786, -3.46403, -3.47545], [-3.22501, -3.04949, -3.00756], [-1.96036, -2.64518, -1.90384], [0.39284, -3.63574, -4.14265], [1.08207, -3.42585, -2.40982], [2.11437, -3.96473, -3.75965], [0.93647, -1.82126, -5.92208], [2.67436, -2.41950, -5.72335], [2.19407, -0.67897, -5.57917], [2.67657, -1.29333, -1.97412], [3.41527, -0.51991, -3.38367], [3.76258, -2.20297, -3.06414], [1.22778, 5.07494, 0.96832], [0.71674, 3.69876, 1.09230], [-0.56098, 3.33529, 0.95683], [-1.01212, 1.57874, 0.77329], [-1.61286, 4.13243, 0.90501], [-1.71329, 5.44963, 1.49798], [2.32405, 5.13715, 0.86742], [0.93194, 5.71478, 1.84980], [0.79716, 5.55007, 0.05931], [1.42806, 2.96271, 0.87161], [-2.49913, 3.61304, 0.74269], [-1.14352, 5.49825, 2.44162], [-2.76435, 5.69788, 1.73505], [-1.32642, 6.18284, 0.78264]], "atomic_forces_ev_per_a": [[0.9215, -0.0225, -1.0535], [-0.2390, -0.6057, -0.4901], [-0.8062, 1.5872, 0.3080], [0.7255, 0.8502, -0.5527], [-0.0909, -0.2030, -0.1711], [-0.0331, -0.4584, 0.9786], [0.6618, -0.3966, -0.5533], [0.1834, 0.1026, 0.2357], [0.3201, 0.0543, 1.3556], [0.3266, -0.5439, 0.4544], [-1.0145, 0.5368, -0.9762], [0.5912, 0.9177, -0.1246], [-0.3190, -0.9242, -0.2413], [0.5589, -0.0089, -0.5014], [-0.6069, 0.8463, 0.1957], [0.3653, 0.1456, -0.1227], [-0.2036, -0.1199, 0.1351], [0.2496, -0.0734, -0.3740], [-0.0004, -0.3041, -0.1844], [-0.8992, -0.1435, 1.1783], [0.1764, -0.1484, 0.0862], [-0.0754, 0.2227, -0.0762], [-0.1254, -0.3903, -0.0829], [0.3598, 0.9237, -0.4511], [0.2346, -0.3284, 0.3718], [-0.2823, 0.0463, 0.2517], [0.3537, -0.7321, -0.0683], [0.0378, 0.0186, -0.1487], [-0.6612, 0.5756, -0.4038], [-0.2258, -0.3664, -0.2352], [-0.4361, 0.3909, 0.1501], [0.8747, -0.7654, -0.4581], [0.0170, 0.1507, -0.2139], [-0.8813, -0.5395, 0.1029], [0.0158, -0.2207, 0.8178], [0.4955, 0.1267, -0.7559], [-0.0558, 0.1715, 0.7015], [-0.4936, -0.0143, 0.1099], [0.1533, -0.0535, 0.0598], [-0.6943, -0.6704, 0.6009], [-0.4012, 0.4893, -0.1494], [1.1021, 0.2325, -0.5239], [0.3602, 0.1838, 0.9337], [-0.6152, -1.4006, 0.4639], [-0.3223, 0.1809, 0.1938], [0.0969, -0.1177, -1.4350], [-0.3569, 0.1860, 2.2011], [1.7532, 0.6734, 0.0096], [0.0180, -0.8380, 0.4916], [-0.9196, 0.0431, -0.0488], [0.5683, -0.3941, 0.0535], [-1.6185, 0.6029, 0.8328], [-0.1677, -0.6597, -1.4989], [-0.4045, -1.3090, -1.2254], [0.3101, 0.4639, -0.4209], [-0.2689, -0.5209, -0.3335], [-0.2601, 0.1602, -0.0282], [0.0907, -0.0539, -0.2680], [0.2541, 0.6289, -0.2060], [0.3880, -0.3919, -0.3873], [0.4977, -0.1685, -0.0786], [-0.3517, -0.4835, 0.2215], [1.0601, 0.1421, 0.7568], [-0.7672, 0.7192, -0.2754], [0.4245, 0.4265, -0.5400], [-0.3956, -0.3701, -0.0342], [-0.2988, 0.6529, 0.0140], [0.0428, -0.4435, 0.4941], [0.2620, 0.2551, -0.3336], [0.2632, -0.0754, -0.2070], [-0.2574, 0.5655, 0.2856], [-0.8261, -0.2854, -0.1113], [0.1782, 0.0831, -0.4250], [1.2646, 0.6197, 1.2263], [-0.1509, 0.1954, -0.4220], [-0.4470, 0.2215, 0.2527], [1.1910, -0.2497, 0.7187], [-0.5311, 0.6889, -0.0892], [0.6046, 0.4031, -0.1900], [-0.0145, -0.1564, -0.0853], [-0.3207, -0.2748, 0.0852], [-0.3050, -0.0400, -0.0190], [-0.5762, 1.7274, 0.0995], [0.5692, -0.7948, -0.3523], [0.3434, -1.2926, -0.2893], [0.2234, 0.7568, 0.2561], [-0.7893, -1.3718, 0.2907], [-0.0197, 1.2820, 0.2270], [-0.5483, -0.5907, 0.1441], [0.4394, -0.8421, -0.9359], [0.3096, -0.3317, 0.5292], [-1.1976, 0.7900, 0.4603], [0.9753, 0.6961, 0.1683], [-0.2754, -0.0183, -0.4475], [0.5515, -0.3269, -0.3102], [-0.2131, 0.0981, 0.4062]], "e_lumo_ev": [-9.25, -9.25], "charge": 3, "orbital_gap_ha": [0.1359, 0.1360], "e_above_lowest_ev": 1.231}